1.
Below is a 8-piece molecular cluster, C26H63NO12S7 overall, with properties calculated with wB97M-V/def2-TZVPD.

The calculation puts the HOMO-LUMO gap at 8.6 eV. The lowest unoccupied orbital energy comes out at 0.4 eV.

CARTESIAN COORDINATES (ANGSTROEM)
C (6.72933, -1.33737, 2.06982)
C (5.51656, -1.64208, 2.93587)
C (4.18214, -1.18010, 2.38781)
O (3.21980, -1.45736, 3.44313)
C (3.24128, -0.41811, 4.28729)
O (2.92144, -0.44596, 5.44407)
O (3.70043, 0.65416, 3.62437)
C (3.90765, 0.32275, 2.24658)
C (5.05371, 1.18989, 1.79235)
C (4.67633, 2.65225, 1.51017)
C (5.46157, 3.65462, 2.31810)
O (4.89061, 3.82989, 3.58953)
C (5.56921, 3.22319, 4.66987)
C (2.66588, 0.54683, 1.35329)
C (1.37196, 0.93608, 2.06593)
C (1.41036, 2.28231, 2.68892)
N (1.26744, 3.45293, 1.88174)
O (1.58117, 2.43671, 3.86116)
H (7.05656, -0.32869, 2.24401)
H (6.51551, -1.39028, 1.01751)
H (7.56384, -1.95897, 2.33073)
H (5.70481, -1.28935, 3.94074)
H (5.44271, -2.71572, 3.00344)
H (3.90739, -1.84373, 1.58971)
H (5.48334, 0.78144, 0.89451)
H (5.80198, 1.17752, 2.56438)
H (4.85810, 2.85599, 0.46729)
H (3.63405, 2.86042, 1.68081)
H (5.38298, 4.60331, 1.80735)
H (6.51647, 3.40861, 2.35197)
H (6.31330, 2.51974, 4.33434)
H (4.86040, 2.66176, 5.25374)
H (6.01679, 3.98044, 5.29041)
H (2.43505, -0.32227, 0.77090)
H (2.85735, 1.32365, 0.63500)
H (1.05189, 0.21981, 2.80259)
H (0.61058, 0.94851, 1.29694)
H (0.31917, 3.81205, 1.95293)
H (1.83949, 4.14331, 2.34803)
C (-4.16010, 3.46675, 3.59691)
S (-2.64831, 4.16448, 4.27262)
O (-2.01063, 4.95789, 3.18546)
C (-1.74978, 2.62026, 4.36716)
H (-4.85441, 4.28361, 3.41365)
H (-3.93921, 2.95344, 2.66075)
H (-4.59242, 2.77431, 4.31879)
H (-1.69391, 2.17473, 3.37193)
H (-2.25013, 1.93787, 5.05427)
H (-0.74502, 2.83124, 4.72846)
C (-0.63095, 4.39477, -1.27339)
S (-1.32214, 2.79012, -0.87358)
O (-0.30939, 1.76581, -1.25214)
C (-2.56323, 2.84842, -2.16850)
H (0.20796, 4.56948, -0.60309)
H (-0.28605, 4.39521, -2.30773)
H (-1.38977, 5.16235, -1.12131)
H (-2.08276, 2.97711, -3.13933)
H (-3.24708, 3.67402, -1.96941)
H (-3.11907, 1.91105, -2.15985)
C (-2.33498, -1.18270, -2.87779)
S (-3.57466, -0.80344, -4.11350)
O (-4.70672, -0.10593, -3.41453)
C (-4.08420, -2.49576, -4.39785)
H (-1.90266, -0.24495, -2.52862)
H (-2.80430, -1.71313, -2.04984)
H (-1.55691, -1.79398, -3.33231)
H (-4.42984, -2.93775, -3.46866)
H (-3.23861, -3.05996, -4.79085)
H (-4.89431, -2.49949, -5.12599)
C (-2.72717, 2.90294, -6.41459)
S (-1.96225, 1.28768, -6.59836)
O (-1.23811, 1.00677, -5.33377)
C (-0.72313, 1.80190, -7.79507)
H (-3.51320, 2.81424, -5.66681)
H (-1.98105, 3.62635, -6.08404)
H (-3.16019, 3.21008, -7.36652)
H (-0.11238, 2.59912, -7.37152)
H (-1.21757, 2.14202, -8.70505)
H (-0.09836, 0.94063, -8.01950)
C (2.20479, -5.99711, 6.10200)
S (2.72204, -4.76417, 4.90171)
O (3.33479, -5.50123, 3.76040)
C (4.07025, -4.09499, 5.87525)
H (1.38223, -6.56236, 5.66916)
H (3.03580, -6.66711, 6.32248)
H (1.86719, -5.49651, 7.00901)
H (4.77882, -4.88900, 6.11219)
H (3.67063, -3.65168, 6.78653)
H (4.55818, -3.32597, 5.28178)
C (-1.49248, -5.87927, -2.73020)
S (-2.60264, -5.32950, -1.42991)
O (-3.40473, -4.20982, -1.98834)
C (-1.33526, -4.58014, -0.40951)
H (-2.09306, -6.34049, -3.51130)
H (-0.95300, -5.02340, -3.13657)
H (-0.79509, -6.61090, -2.32269)
H (-0.81509, -3.81146, -0.98263)
H (-0.63562, -5.34454, -0.07385)
H (-1.82379, -4.12754, 0.45159)
C (-7.49950, -0.46159, -5.46480)
S (-8.21080, -2.07329, -5.11654)
O (-7.21218, -3.09793, -5.51748)
C (-9.45841, -2.01283, -6.41067)
H (-6.65965, -0.29739, -4.78748)
H (-7.14757, -0.42849, -6.49706)
H (-8.25377, 0.30819, -5.29941)
H (-8.97559, -1.88175, -7.37912)
H (-10.14435, -1.18963, -6.21181)
H (-10.00373, -2.95387, -6.39658)

2.
Below is C35H46N7O5PSe2V as an isolated structure, with properties calculated with wB97M-V/def2-TZVPD.

Its expectation value of S² is 2.016. The calculation puts the HOMO-LUMO gap (spin up / spin down) at 5.9 / 5.9 eV. The calculation puts the energy above the lowest of the compared OMol25 structures with the same formula, charge and spin at 0.0 kcal/mol. The spin multiplicity is 3. The lowest unoccupied orbital energy (spin up / spin down) comes out at 2.3 / 2.3 eV. Its net charge is -1.

CARTESIAN COORDINATES (ANGSTROEM)
V (-0.01148, -0.43137, 0.33367)
O (-0.34916, -3.66686, 3.04697)
C (-0.45174, -2.77143, 2.20302)
N (0.29649, -1.69258, 1.99153)
C (1.39252, -1.32936, 2.78482)
C (2.02732, -2.08034, 3.76761)
C (3.13964, -1.55468, 4.42486)
C (3.60782, -0.28844, 4.12350)
C (2.95206, 0.50009, 3.17760)
C (1.84577, -0.01483, 2.51866)
N (1.00470, 0.66485, 1.62631)
C (0.77407, 1.99421, 1.68515)
O (1.47869, 2.89382, 2.11687)
C (-0.64538, 2.28365, 1.22990)
C (-1.17742, 3.55026, 1.25909)
C (-2.52637, 3.70884, 0.95002)
C (-3.27634, 2.59785, 0.62203)
C (-2.64770, 1.35671, 0.58153)
N (-1.36092, 1.20283, 0.87500)
C (-1.58953, -2.81307, 1.20578)
C (-2.55363, -3.79887, 1.23822)
C (-3.58323, -3.75612, 0.30616)
C (-3.61022, -2.73628, -0.62785)
C (-2.59193, -1.79630, -0.61383)
N (-1.60880, -1.83077, 0.28947)
H (1.63811, -3.05120, 4.03072)
H (3.63629, -2.14895, 5.18281)
H (4.47492, 0.10865, 4.63724)
H (3.27625, 1.50776, 2.96406)
H (-0.53397, 4.37283, 1.53699)
H (-2.97952, 4.69204, 0.96248)
H (-4.31781, 2.65436, 0.33691)
H (-3.20590, 0.48900, 0.25617)
H (-2.47154, -4.56135, 2.00005)
H (-4.36208, -4.50858, 0.31804)
H (-4.39724, -2.62444, -1.36178)
H (-2.59652, -0.98406, -1.32950)
O (-0.99660, -0.48609, -4.88540)
C (-2.24766, -0.15567, -4.28889)
C (-2.34652, 1.29493, -3.80599)
C (-1.80747, 2.17652, -4.94505)
O (-1.97050, 3.57586, -4.72626)
C (-1.58884, 1.60953, -2.50026)
Se (-0.05328, 0.47122, -2.00757)
C (-3.83768, 1.61960, -3.58230)
Se (-4.82684, 0.48046, -2.30007)
H (-0.34458, -0.41186, -4.17077)
H (-2.48108, -0.83560, -3.46836)
H (-3.00369, -0.31421, -5.06126)
H (-2.29920, 1.88206, -5.88158)
H (-0.73730, 2.01565, -5.07061)
H (-2.89004, 3.71699, -4.47781)
H (-2.30033, 1.55146, -1.68277)
H (-1.20244, 2.62668, -2.54590)
H (-4.35394, 1.57184, -4.54613)
H (-3.93044, 2.64415, -3.20784)
O (1.57664, -1.48664, -0.43338)
P (2.73310, -2.24896, -1.00066)
N (2.55508, -2.82364, -2.52692)
C (2.14499, -4.18822, -2.88494)
C (2.01185, -4.12146, -4.40343)
C (1.50071, -2.70196, -4.63290)
C (2.32775, -1.88865, -3.64590)
N (3.14218, -3.57055, -0.09229)
C (4.02283, -3.33510, 1.07518)
C (3.89089, -4.62557, 1.87100)
C (2.41893, -4.98522, 1.69431)
C (2.11318, -4.57987, 0.25178)
N (4.00382, -1.22770, -1.03601)
C (3.90497, 0.17123, -0.55928)
C (5.28404, 0.74118, -0.88391)
C (5.72400, -0.06234, -2.10745)
C (5.24785, -1.47011, -1.76060)
H (1.17985, -4.44870, -2.43655)
H (2.88609, -4.91300, -2.54822)
H (1.34693, -4.89227, -4.79175)
H (2.99334, -4.25083, -4.86758)
H (0.44282, -2.62257, -4.38202)
H (1.61830, -2.35257, -5.65778)
H (1.81764, -0.98581, -3.30887)
H (3.29014, -1.59429, -4.08304)
H (3.67869, -2.48653, 1.67608)
H (5.04350, -3.13889, 0.74658)
H (4.17250, -4.48766, 2.91493)
H (4.53167, -5.39761, 1.43592)
H (1.79541, -4.40435, 2.36939)
H (2.20383, -6.03849, 1.87426)
H (1.10539, -4.16284, 0.16199)
H (2.19071, -5.43182, -0.42583)
H (3.67086, 0.21022, 0.50395)
H (3.11330, 0.69769, -1.09840)
H (5.97196, 0.55460, -0.05521)
H (5.24790, 1.81538, -1.05844)
H (6.79629, -0.01603, -2.29709)
H (5.19875, 0.29114, -2.99749)
H (5.98218, -1.98413, -1.12756)
H (5.06915, -2.09634, -2.63666)

3.
Below is a 2-piece molecular cluster, C4H7NO overall, with properties calculated with wB97M-V/def2-TZVPD.

The calculation puts the HOMO-LUMO gap at 11.3 eV. The calculation puts the energy above the lowest of the compared OMol25 structures with the same formula, charge and spin at 40.6 kcal/mol. The lowest unoccupied orbital energy comes out at 0.6 eV. The structure (SMILES) is N#CC1CC1.O.

CARTESIAN COORDINATES (ANGSTROEM)
O (1.27517, -0.46379, 2.26135)
C (0.60343, 0.34683, -0.67897)
C (-0.12914, -0.75967, -1.35831)
C (-0.75760, -0.07717, -0.16549)
C (-1.88012, 0.80880, -0.36823)
N (-2.76778, 1.53496, -0.52943)
H (2.04711, -0.06310, 2.67767)
H (1.44191, 0.09087, -0.04007)
H (0.66002, 1.30732, -1.18160)
H (0.21359, -1.77663, -1.19710)
H (-0.57000, -0.56889, -2.33116)
H (0.65656, 0.26887, 2.15303)
H (-0.79314, -0.64841, 0.75833)

4.
Below is one molecule with the formula C5H7NO, with properties calculated with wB97M-V/def2-TZVPD.

The calculation puts the HOMO-LUMO gap at 10.1 eV. The calculation puts the energy above the lowest of the compared OMol25 structures with the same formula, charge and spin at 95.0 kcal/mol. The lowest unoccupied orbital energy comes out at 0.7 eV. The structure (SMILES) is CC#CC(=O)NC.

CARTESIAN COORDINATES (ANGSTROEM)
C (-1.57313, 1.32493, -0.05955)
C (-1.23913, -1.17188, -0.03284)
C (0.18159, -0.92944, 0.04943)
C (1.42555, -0.68337, 0.02961)
C (2.82978, -0.29731, -0.00335)
H (-0.63020, 1.60805, 0.66151)
H (-1.29770, 1.49431, -0.88863)
H (-2.33649, 1.98129, 0.33088)
H (-3.04310, -0.37012, -0.02464)
H (2.80646, 0.82462, -0.65335)
H (3.16497, -0.14805, 0.93410)
H (3.42914, -1.19885, -0.40429)
N (-2.07004, -0.12088, 0.08076)
O (-1.64771, -2.31331, -0.01964)

5.
Below is one molecule with the formula C3H9N3O3, with properties calculated with wB97M-V/def2-TZVPD.

The calculation puts the HOMO-LUMO gap at 10.2 eV. The calculation puts the energy above the lowest of the compared OMol25 structures with the same formula, charge and spin at 149.4 kcal/mol. The lowest unoccupied orbital energy comes out at 0.7 eV. The structure (SMILES) is CN(CCO)N(O)N=O.

CARTESIAN COORDINATES (ANGSTROEM)
C (1.48621, -1.06452, 0.11252)
C (0.79534, 1.35104, 0.36214)
C (0.72099, 1.79250, -1.11831)
H (1.49882, -1.13640, -0.97950)
H (2.46767, -0.88533, 0.47740)
H (1.22641, -2.04558, 0.57131)
H (0.10227, 1.90041, 1.03387)
H (1.79732, 1.63775, 0.70311)
H (-0.17467, 1.40682, -1.62570)
H (0.72922, 2.91636, -1.25618)
H (2.58360, 1.61788, -1.78028)
H (-1.99842, -1.31699, 1.56018)
N (0.56421, -0.06102, 0.59814)
N (-0.74088, -0.42218, 0.68280)
N (-1.44300, -0.63007, -0.35802)
O (1.75892, 1.16789, -1.90244)
O (-1.14055, -0.96444, 1.90084)
O (-2.48208, -1.30047, -0.16125)

6.
Below is C19H10Br4N3O4PtS3 as an isolated structure, with properties calculated with wB97M-V/def2-TZVPD.

Its expectation value of S² is 3.797. The calculation puts the HOMO-LUMO gap (spin up / spin down) at 3.3 / 6.1 eV. The calculation puts the energy above the lowest of the compared OMol25 structures with the same formula, charge and spin at 0.0 kcal/mol. The spin multiplicity is 4. The lowest unoccupied orbital energy (spin up / spin down) comes out at 3.4 / 2.7 eV. Its net charge is -2.

CARTESIAN COORDINATES (ANGSTROEM)
Pt (-0.93717, 0.49433, -1.30221)
Br (6.26073, 1.95357, 4.40025)
C (6.54337, 0.64971, 3.04758)
C (7.77572, 0.67596, 2.42643)
Br (9.12930, 1.85866, 3.08563)
C (7.99480, -0.23022, 1.38391)
Br (9.63584, -0.22220, 0.40430)
C (7.03440, -1.20219, 0.93476)
O (7.26004, -2.01828, 0.04646)
C (5.68888, -1.09135, 1.55289)
O (4.81870, -1.87959, 1.20172)
C (5.46356, -0.07811, 2.58315)
Br (3.74040, -0.10966, 3.34306)
S (-2.07092, 3.58901, -2.02841)
C (-1.34743, 2.16074, -1.78158)
N (2.05771, -4.77365, 0.41350)
C (1.33372, -3.62096, 0.17481)
C (1.92381, -2.35400, 0.29982)
C (1.23370, -1.16198, -0.01048)
N (-0.05839, -1.17839, -0.56450)
C (-0.60221, -2.47288, -0.80942)
C (0.10076, -3.67338, -0.46243)
H (3.02824, -4.51288, 0.52821)
H (1.75426, -5.43133, 1.11237)
H (2.93154, -2.01307, 0.62075)
H (1.77127, -0.19945, 0.17619)
H (-1.47617, -2.50387, -1.42055)
H (-0.49742, -4.55173, -0.67142)
O (-6.05648, 0.76719, -4.01503)
S (-6.06877, 0.44759, -2.61906)
O (-7.21577, -0.28079, -2.11439)
N (-4.67906, -0.19009, -2.03541)
C (-4.25591, 0.57225, -1.08682)
S (-2.91226, 0.01949, -0.02829)
C (-4.92713, 1.84354, -0.89836)
C (-4.70761, 2.83755, 0.01372)
C (-5.51818, 3.96945, 0.02095)
C (-6.65204, 4.05105, -0.83882)
C (-6.89231, 2.96761, -1.74146)
C (-6.02336, 1.91566, -1.79942)
H (-3.85067, 2.64971, 0.68595)
H (-5.39518, 4.74096, 0.70038)
H (-7.51589, 4.75148, -0.64609)
H (-7.82038, 2.83457, -2.28263)

7.
Below is one molecule with the formula C5H14N2O2, with properties calculated with wB97M-V/def2-TZVPD.

The calculation puts the HOMO-LUMO gap at 9.9 eV. The calculation puts the energy above the lowest of the compared OMol25 structures with the same formula, charge and spin at 100.2 kcal/mol. The lowest unoccupied orbital energy comes out at 0.9 eV. The structure (SMILES) is C[C@H](NO)C(C)(C)NO.

CARTESIAN COORDINATES (ANGSTROEM)
C (1.04123, -1.30007, -1.31736)
C (0.03150, -0.99460, -0.18515)
C (0.15755, 0.42304, 0.44903)
C (0.80857, 0.39646, 1.84874)
C (0.98669, 1.36837, -0.45285)
H (1.02307, -2.34790, -1.56564)
H (2.03291, -1.09720, -0.91784)
H (0.84851, -0.71891, -2.22424)
H (0.18276, -1.78804, 0.52603)
H (-1.23771, -2.06986, -1.18186)
H (-2.60684, -0.61650, 0.52589)
H (0.87512, 1.38302, 2.29454)
H (1.85076, 0.04764, 1.79575)
H (0.24471, -0.31334, 2.54426)
H (2.01270, 1.08348, -0.50872)
H (0.94742, 2.33674, 0.00785)
H (0.55624, 1.52479, -1.47434)
H (-1.14390, 1.78312, 1.25852)
H (-2.14942, 0.88894, -1.08543)
N (-1.34242, -1.16467, -0.69838)
N (-1.19192, 1.00323, 0.60386)
O (-2.21799, -1.47353, 0.34105)
O (-1.70953, 1.64581, -0.58372)

8.
Below is one molecule with the formula C4H4N2O, with properties calculated with wB97M-V/def2-TZVPD.

The calculation puts the HOMO-LUMO gap (spin up / spin down) at 8.7 / 7.4 eV. The calculation puts the energy above the lowest of the compared OMol25 structures with the same formula, charge and spin at 156.0 kcal/mol. The lowest unoccupied orbital energy (spin up / spin down) comes out at 0.5 / -0.7 eV.

CARTESIAN COORDINATES (ANGSTROEM)
C (1.66075, 1.96953, 1.62609)
C (0.29271, 0.00258, 1.78356)
C (-0.10218, -0.09444, -0.38703)
C (-0.77936, -0.50438, -1.66105)
N (0.93776, 1.02783, 1.09810)
N (0.69211, 0.88845, -0.23056)
O (-0.40654, -0.73391, 0.72321)
H (0.61507, -0.72358, 2.55237)
H (-0.12498, -0.32614, -2.54104)
H (-1.72132, -0.02168, -1.57909)
H (-1.06402, -1.48425, -1.38454)

no.,E_tot (eV)
1,-129884.919
2,-223387.901
3,-7797.883
4,-8832.085
5,-13864.576
6,-348445.852
7,-12483.984
8,-9233.721